DFT (ωB97M-V/def2-TZVPD) results for C19H21NO6 in the gas phase.

Max |F|: 0.859 eV/Å
HOMO: -8.4 eV
Spin multiplicity: 1
ΔE to the lowest compared entry with this formula, charge and spin: 2.182 eV
LUMO level: 0.721 eV
Kohn-Sham gap: 9.1 eV

Each line ends with the natural charge from an NBO analysis.
CARTESIAN COORDINATES (ANGSTROEM)
C -5.986 -2.609 -0.264  -0.250
O -5.302 -1.580 0.407  -0.507
C -4.467 -0.766 -0.310  0.237
C -4.307 -0.859 -1.687  -0.293
C -3.483 0.020 -2.369  -0.208
C -2.805 1.004 -1.682  -0.220
C -2.931 1.100 -0.304  -0.093
C -2.155 2.147 0.451  -0.101
O -0.843 2.332 -0.088  -0.502
C 0.020 1.337 0.099  0.810
O -0.224 0.317 0.686  -0.596
C 1.373 1.691 -0.492  -0.315
C 2.255 2.385 0.557  -0.487
C 3.662 1.879 0.265  0.688
O 4.698 2.328 0.697  -0.621
N 3.550 0.827 -0.573  -0.418
C 4.666 -0.010 -0.949  -0.267
C 4.622 -1.331 -0.253  0.252
C 4.914 -1.682 1.033  -0.295
C 4.632 -3.065 1.139  -0.311
C 4.187 -3.450 -0.087  0.084
O 4.173 -2.408 -0.935  -0.402
C 2.190 0.454 -0.881  -0.209
C -3.755 0.220 0.400  0.327
O -3.843 0.428 1.748  -0.523
C -3.969 -0.683 2.613  -0.242
H -5.294 -3.311 -0.740  0.178
H -6.677 -2.211 -1.014  0.178
H -6.554 -3.130 0.505  0.200
H -4.839 -1.613 -2.243  0.219
H -3.383 -0.068 -3.440  0.213
H -2.162 1.697 -2.203  0.216
H -2.632 3.127 0.373  0.207
H -2.085 1.855 1.503  0.223
H 1.220 2.354 -1.346  0.231
H 1.995 2.064 1.569  0.238
H 2.204 3.471 0.518  0.242
H 5.568 0.539 -0.664  0.258
H 4.652 -0.171 -2.032  0.215
H 5.286 -1.033 1.799  0.235
H 4.748 -3.682 2.006  0.229
H 3.865 -4.398 -0.470  0.202
H 1.868 -0.410 -0.284  0.219
H 2.094 0.202 -1.941  0.201
H -4.991 -1.064 2.639  0.189
H -3.692 -0.312 3.600  0.188
H -3.287 -1.487 2.324  0.181

Cartesian forces, eV/Å:
-0.12 -0.16 -0.10
0.26 0.41 0.07
-0.02 0.00 0.10
-0.11 -0.14 0.09
0.06 0.08 -0.03
-0.07 -0.03 0.02
-0.04 -0.09 0.17
-0.31 -0.20 0.45
-0.07 0.40 -0.21
0.51 -0.18 -0.21
-0.12 0.01 0.12
-0.14 -0.11 0.13
0.03 0.08 0.00
-0.27 0.30 -0.02
0.35 0.15 0.28
-0.08 -0.13 -0.41
-0.03 -0.09 0.06
0.38 0.35 0.68
-0.07 0.27 -0.61
-0.22 -0.29 -0.42
0.12 -0.38 0.76
-0.09 0.18 -0.45
-0.27 -0.27 0.03
0.09 0.07 -0.18
-0.21 0.15 -0.40
-0.05 -0.26 0.40
-0.03 0.04 0.00
0.04 -0.02 0.02
0.02 0.00 -0.10
-0.08 -0.09 0.00
0.00 -0.01 -0.10
0.07 0.06 -0.06
0.10 -0.10 0.03
0.01 0.15 -0.20
0.05 -0.07 0.05
0.03 0.01 0.02
0.07 -0.03 0.03
-0.09 -0.11 -0.11
0.08 0.05 0.08
0.09 0.21 0.13
0.00 -0.20 0.14
-0.06 -0.08 -0.14
0.04 0.07 -0.13
-0.04 0.01 0.05
0.16 0.05 0.02
0.02 -0.07 -0.05
-0.01 0.02 -0.01


DFT (ωB97M-V/def2-TZVPD) results for a molecular structure, C19H22AsCl5InN2OS4.

Max |F|: 0.603 eV/Å
HOMO: -4.5 eV
Spin multiplicity: 1
ΔE to the lowest compared entry with this formula, charge and spin: 0.464 eV
LUMO level: 2.008 eV
Charge: -1
Kohn-Sham gap: 6.5 eV

Each line ends with the natural charge from an NBO analysis.
CARTESIAN COORDINATES (ANGSTROEM)
In 1.139 -0.652 -1.500  1.347
C -2.518 -1.277 1.673  -0.650
C -1.407 -0.249 1.795  0.049
C -0.203 -0.641 2.405  -0.049
C 0.038 -2.093 2.768  -0.642
C 0.793 0.301 2.676  0.011
C 2.018 -0.108 3.465  -0.646
C 0.644 1.622 2.242  0.008
C 1.732 2.635 2.514  -0.655
C -0.495 1.987 1.523  -0.007
C -0.610 3.382 0.942  -0.644
C -1.549 1.074 1.347  -0.040
C -2.805 1.584 0.668  -0.637
H -2.317 -2.001 0.877  0.213
H -3.483 -0.828 1.459  0.208
H -2.625 -1.837 2.604  0.208
H 0.047 -2.252 3.852  0.209
H 1.007 -2.419 2.386  0.225
H -0.711 -2.754 2.338  0.213
H 1.805 -0.077 4.541  0.205
H 2.868 0.537 3.261  0.230
H 2.335 -1.121 3.223  0.222
H 2.510 2.584 1.739  0.258
H 2.208 2.459 3.478  0.209
H 1.342 3.652 2.530  0.207
H -1.096 4.073 1.642  0.205
H -1.200 3.379 0.025  0.213
H 0.367 3.787 0.691  0.230
H -3.134 2.525 1.117  0.208
H -3.638 0.888 0.726  0.207
H -2.615 1.783 -0.393  0.219
S 3.981 2.667 -1.211  -0.770
As 4.044 0.579 -1.543  0.980
S 2.854 -0.370 0.155  -0.674
S 2.672 0.011 -3.278  -0.715
S 5.940 -0.249 -1.715  -0.681
Cl 2.269 -3.663 -1.782  0.086
C 0.568 -3.605 -2.104  -0.055
C -0.143 -2.414 -1.881  -0.473
C -1.518 -2.439 -2.141  0.036
Cl -2.493 -1.040 -1.860  0.029
C -2.157 -3.589 -2.608  -0.131
Cl -3.857 -3.573 -2.915  0.037
C -1.422 -4.750 -2.823  -0.073
Cl -2.206 -6.176 -3.398  0.044
C -0.055 -4.764 -2.563  -0.094
Cl 0.860 -6.202 -2.802  0.049
N -1.018 2.424 -3.573  -0.827
C -0.045 2.117 -2.656  0.821
N 0.989 2.944 -2.556  -0.814
O -0.231 1.103 -1.937  -0.742
H -0.793 3.039 -4.333  0.384
H -1.666 1.685 -3.772  0.406
H 1.129 3.650 -3.254  0.387
H 1.853 2.673 -2.063  0.455

Cartesian forces, eV/Å:
-0.14 0.05 -0.18
0.10 0.06 -0.03
-0.01 0.02 -0.02
-0.01 -0.02 -0.02
-0.03 0.09 0.01
0.02 -0.09 0.12
-0.05 -0.03 -0.09
0.03 0.06 -0.01
0.02 -0.03 -0.09
-0.08 0.03 -0.02
-0.06 -0.14 0.02
0.02 -0.01 0.00
0.09 -0.06 -0.01
-0.01 0.04 0.06
0.01 0.01 -0.02
-0.01 0.03 -0.03
0.00 0.01 -0.06
-0.01 0.00 0.01
0.02 0.02 0.04
0.04 0.01 -0.05
-0.03 -0.04 0.00
-0.03 0.03 0.01
-0.07 0.00 0.07
-0.03 0.02 -0.02
0.01 -0.03 0.01
0.04 -0.03 -0.06
0.03 0.00 0.04
0.00 -0.01 -0.01
0.02 -0.05 -0.03
0.04 0.00 -0.01
-0.02 -0.04 0.05
-0.29 0.10 -0.10
0.20 0.08 -0.01
-0.20 0.04 -0.13
0.13 -0.05 0.20
-0.03 -0.20 -0.04
-0.12 0.19 -0.01
-0.32 0.26 0.15
-0.01 0.00 -0.22
0.53 -0.27 0.10
0.10 0.21 0.03
-0.08 0.07 0.03
0.04 -0.11 -0.03
-0.03 -0.07 -0.01
0.03 0.06 0.02
0.04 0.00 0.02
-0.08 -0.05 -0.04
0.10 0.15 0.14
-0.14 -0.38 -0.05
0.06 -0.14 0.14
0.25 0.19 0.09
0.01 0.05 -0.07
-0.07 -0.14 0.03
-0.05 0.11 -0.13
0.00 0.00 0.22